# C32H40N6OPtS

A molecular structure, C32H40N6OPtS (the ωB97M-V functional and the def2-TZVPD basis, OMol25).

Results
* E_HOMO (spin up / spin down): -6.6669 / -6.8149 eV
* <S²>: 2.0122
* strongest force on any atom: 0.61 eV/A
* multiplicity: 3
* HOMO-LUMO gap (spin up / spin down): 6.8 / 6.4 eV
* LUMO energy (spin up / spin down): 0.1 / -0.4 eV

The geometry in XYZ format:
```
81
Properties=species:S:1:pos:R:3:mulliken_charge:R:1
H -0.922 1.693 3.285 0.182
C -3.392 3.387 2.015 -0.813
H -5.619 -2.683 1.250 0.387
N 0.372 -1.128 -1.617 0.490
C -0.182 -1.527 -2.758 -0.916
N -0.505 0.187 1.054 0.351
H -1.975 0.288 3.418 0.388
H -4.898 -2.014 2.715 0.343
H -3.260 4.843 3.594 0.413
H 3.417 -1.397 -4.983 0.357
N 3.220 -0.647 -3.064 -0.164
H 1.330 1.624 2.600 0.307
H 4.335 -2.282 -3.796 0.348
H -1.597 0.753 -1.235 0.678
C 1.232 3.532 0.091 -0.526
C 4.856 -1.609 0.071 -0.871
Pt 0.426 1.644 -0.019 0.413
H -0.609 -3.130 -4.143 0.497
C 1.071 5.697 1.213 -0.696
C -1.756 -0.262 0.652 1.773
H -0.563 0.429 4.467 0.488
C 1.358 0.532 2.595 -1.995
H 2.710 7.056 0.951 0.376
C -0.143 -2.836 -3.214 -0.525
H 4.726 -2.592 0.523 0.305
C 3.387 -1.771 -3.962 -1.040
C 2.453 3.966 -0.431 -0.205
H -4.163 -3.407 1.933 0.336
H 0.505 6.395 1.817 0.313
C 2.301 6.084 0.710 -0.829
S 3.160 0.803 -0.873 -0.427
C -0.035 -0.075 2.424 1.843
H 5.920 -1.370 0.027 0.324
H 4.606 -2.296 -1.894 0.127
H 1.151 -1.874 2.794 0.401
H 1.402 -1.685 0.060 0.407
C 3.580 -0.565 -1.765 0.388
H -0.417 -1.909 3.590 0.467
C -4.674 -2.461 1.745 -1.795
C -4.253 -1.135 -0.349 -0.977
H -0.302 -2.188 1.856 0.341
H 2.575 -2.496 -3.873 0.296
C 0.542 4.445 0.908 1.207
C 2.983 5.212 -0.126 -0.814
C 1.073 -3.379 -1.239 -0.706
H 2.030 0.217 1.791 0.367
C 0.981 -2.041 -0.875 -0.724
C -2.598 -1.106 1.397 -1.065
C 0.542 -5.203 -2.960 0.092
C -1.457 4.715 2.446 -0.735
H 1.055 -7.097 -2.461 0.248
C -0.813 4.079 1.384 1.080
C -3.886 0.155 -2.487 -1.671
O 0.103 -5.475 -4.059 -0.632
H -4.893 -0.193 -2.714 0.394
N 1.112 -6.139 -2.157 -0.289
H -5.212 -1.466 -0.730 0.300
H -3.126 1.987 0.411 0.363
H 3.937 5.502 -0.550 0.396
H -2.310 -1.449 2.377 0.753
C -2.221 0.105 -0.625 -1.157
H 2.578 0.082 -3.333 0.228
H -4.413 3.091 2.211 0.477
H -3.878 1.244 -2.561 0.337
C -0.939 0.615 3.459 -1.626
H 1.775 0.195 3.545 0.512
H 1.600 -4.055 -0.579 0.224
C -3.823 -1.543 0.905 0.080
C 0.501 -3.788 -2.435 1.020
C 0.101 -1.602 2.680 -1.923
C -3.446 -0.301 -1.120 0.531
H -0.936 5.466 3.021 0.365
H 3.010 3.327 -1.106 0.426
H -3.220 -0.226 -3.264 0.256
N 4.258 -1.607 -1.249 -0.059
C -2.754 4.363 2.766 -0.573
N -1.419 3.094 0.705 -0.290
C -2.678 2.774 1.002 0.025
H 1.346 -5.952 -1.200 0.162
H -0.688 -0.761 -3.336 0.591
H 4.356 -0.860 0.680 0.267
```

# H22O11

11 unconnected molecules or ions with the total composition H22O11 at a distorted geometry (the ωB97M-V functional and the def2-TZVPD basis, OMol25).

Results
* structure (SMILES): O.O.O.O.O.O.O.O.O.O.O
* E_HOMO: -9.6893 eV
* strongest force on any atom: 2.38 eV/A
* HOMO-LUMO gap: 8.8 eV
* LUMO energy: -0.9 eV

The geometry in XYZ format:
```
33
Properties=species:S:1:pos:R:3:nbo_charge:R:1
O 1.961 1.228 3.207 -0.967
O 0.978 2.936 -0.683 -0.934
O 2.627 0.509 0.616 -0.973
O 0.753 -3.384 0.863 -0.951
H -2.915 -0.751 -1.099 0.474
H -1.320 0.908 -3.083 0.453
O -0.872 1.635 -2.642 -0.956
O -1.670 -1.709 -0.396 -0.948
H 0.599 0.567 0.067 0.504
H 2.201 1.767 2.451 0.480
H 0.849 -1.443 3.022 0.499
H 0.012 -3.666 0.373 0.455
O -0.341 0.539 -0.164 -0.987
O 0.592 -0.987 2.195 -0.955
H 1.222 2.777 0.198 0.462
H 1.313 -1.761 -0.984 0.477
O 1.779 -1.088 -1.465 -0.955
O -3.650 -0.487 -1.656 -0.956
H -1.945 -2.462 -0.963 0.500
H 0.451 -2.594 1.328 0.481
O -1.971 3.015 -0.129 -0.973
H -0.628 -0.337 -0.260 0.480
H -1.429 2.183 -0.029 0.483
H -4.310 -1.211 -1.668 0.459
H -1.884 -2.031 0.467 0.488
H 1.338 0.519 2.881 0.467
H -0.157 -0.462 2.372 0.498
H -1.496 3.516 -0.809 0.481
H 2.429 -0.168 -0.022 0.491
H 2.893 -0.013 1.365 0.479
H 1.597 -1.413 -2.361 0.489
H 1.713 2.642 -1.215 0.475
H -0.714 1.234 -1.790 0.482
```

# C6H15N3O11S2Zn

A molecular structure, C6H15N3O11S2Zn at a distorted geometry (the ωB97M-V functional and the def2-TZVPD basis, OMol25).

Results
* E_HOMO: -1.5152 eV
* strongest force on any atom: 5.30 eV/A
* charge: -2
* HOMO-LUMO gap: 6.3 eV
* LUMO energy: 4.7 eV

The geometry in XYZ format:
```
38
Properties=species:S:1:pos:R:3:nbo_charge:R:1
N -3.279 0.444 1.572 -0.805
H 0.967 -2.319 -2.825 0.442
S -2.388 -1.650 -0.837 2.666
H 3.273 0.015 -4.232 0.188
H -2.002 3.546 1.449 0.279
O 1.093 -0.240 -1.989 -0.656
S 0.944 2.875 -0.527 2.626
H 4.090 -0.376 -2.811 0.210
H -0.219 -2.970 2.693 0.376
O -2.038 -2.583 -1.843 -1.108
O -1.138 0.951 1.180 -0.697
H 1.903 -0.823 3.603 0.217
O -1.357 -0.631 -0.961 -1.198
C 0.930 -1.439 1.781 0.717
O -0.147 2.243 -1.241 -1.160
O -3.740 -1.131 -1.027 -1.081
H 2.358 -2.411 3.058 0.192
N -0.117 -2.160 2.098 -0.840
Zn 0.047 0.438 -0.432 1.755
O 1.956 3.371 -1.412 -1.083
H -0.902 -2.090 1.466 0.459
O -2.218 -2.227 0.480 -1.131
C 1.940 -0.681 -2.750 0.691
C 3.178 0.116 -3.150 -0.706
C 2.161 -1.396 2.713 -0.716
H -3.637 3.155 1.541 0.199
H 3.260 1.186 -2.963 0.281
O 1.036 -0.902 0.724 -0.683
N 1.802 -1.879 -3.184 -0.804
C -2.288 1.302 1.475 0.707
O 0.526 3.955 0.347 -1.094
C -2.657 2.741 1.780 -0.728
H -2.536 2.874 2.855 0.207
H 2.264 -2.197 -4.024 0.376
H -3.015 -0.484 1.273 0.442
H -4.269 0.554 1.737 0.389
O 1.343 1.708 0.315 -1.177
H 2.879 -0.885 2.071 0.251
```

# C4H5NO2

A molecular structure, C4H5NO2 (the ωB97M-V functional and the def2-TZVPD basis, OMol25).

Results
* E_HOMO: -10.1718 eV
* strongest force on any atom: 0.29 eV/A
* HOMO-LUMO gap: 10.6 eV
* LUMO energy: 0.5 eV

The geometry in XYZ format:
```
12
Properties=species:S:1:pos:R:3:nbo_charge:R:1
H -1.360 1.090 -0.643 0.235
H 1.450 1.176 0.747 0.231
C -0.598 -1.146 0.218 0.548
C 0.623 0.699 0.225 -0.172
C 1.019 -0.446 -0.690 0.438
N -0.403 0.044 1.045 -0.431
H 1.596 -0.287 -1.604 0.192
C -0.738 1.240 0.233 -0.247
H -0.933 2.124 0.833 0.219
H -1.088 -1.984 0.717 0.190
O -0.709 -0.963 -1.059 -0.626
O 1.140 -1.546 -0.022 -0.578
```

> What is the strongest force on any atom in the first record?

0.61 eV/A

> Among the records above, which one has the highest strongest force on any atom?

C6H15N3O11S2Zn

> Which of these has the highest strongest force on any atom?

C6H15N3O11S2Zn

> Number 4 is which compound?

C4H5NO2